(one)
Here is one molecule with the formula C5H13N3O from OMol25. Energies are from ωB97M-V with the def2-TZVPD basis set.

```
! RIJCOSX wB97M-V def2-TZVPD def2/J DEFGRID3
* xyz 0 1
H 2.375 1.522 1.304
N 1.816 0.704 1.066
C 0.572 0.895 1.086
C -0.431 -0.219 0.774
C -1.754 0.098 1.485
N -0.547 -0.242 -0.677
N -0.398 1.019 -1.277
C 0.373 0.917 -2.505
O -0.061 -1.493 1.240
C 1.060 -2.105 0.626
H 0.091 1.839 1.340
H -1.594 0.140 2.560
H -2.150 1.049 1.139
H -2.466 -0.695 1.281
H -1.358 -0.786 -0.989
H -1.284 1.479 -1.465
H -0.116 0.307 -3.281
H 1.341 0.471 -2.266
H 0.523 1.926 -2.893
H 1.153 -3.074 1.114
H 1.960 -1.511 0.783
H 0.894 -2.240 -0.447
*
```

Its LUMO energy is 0.9774 eV. The HOMO-LUMO gap is 9.933 eV.

***

(two)
Here is a 2-piece molecular cluster, C5H13N3O overall from OMol25. Energies are from ωB97M-V with the def2-TZVPD basis set.

```
! RIJCOSX wB97M-V def2-TZVPD def2/J DEFGRID3
* xyz 0 1
C -0.011 0.929 2.061
C -0.493 -0.277 1.778
N -1.620 -0.566 1.045
C -2.170 0.412 0.139
O -1.664 -1.868 0.528
H -0.442 1.837 1.682
H 0.822 1.034 2.731
H -0.039 -1.166 2.196
H -2.421 1.307 0.703
H -3.082 -0.004 -0.286
H -1.473 0.667 -0.670
H -1.020 -1.939 -0.212
C 1.781 1.513 -0.997
C 1.605 0.041 -0.949
N 0.675 -0.520 -1.591
N 0.450 -1.860 -1.453
H 1.636 1.927 0.000
H 1.061 1.954 -1.680
H 2.792 1.760 -1.321
H 2.306 -0.527 -0.324
H 1.225 -2.404 -1.067
H 0.083 -2.251 -2.312
*
```

Its LUMO energy is 0.9471 eV. The HOMO-LUMO gap is 8.771 eV.

***

Most stable of them? (one).

***

(one)
Here is a 2-piece molecular cluster, C2H9NOS overall from OMol25. Energies are from ωB97M-V with the def2-TZVPD basis set.

```
! RIJCOSX wB97M-V def2-TZVPD def2/J DEFGRID3
* xyz 0 1
N 2.123 -1.204 -1.430
C 1.330 -0.491 -0.534
O 1.787 -0.455 0.882
H 2.047 -2.187 -1.410
H 2.127 -1.004 -2.414
H 0.283 -0.867 -0.394
H 1.288 0.555 -0.758
H 2.721 -0.862 0.996
C -2.228 0.796 1.251
S -2.038 1.114 -0.566
H -2.128 1.818 1.641
H -1.555 -0.025 1.624
H -3.363 0.476 1.406
H -2.395 2.334 -0.294
*
```

Its LUMO energy is 0.8981 eV. The HOMO-LUMO gap is 9.852 eV.

***

(two)
Here is a 2-piece molecular cluster, C2H9NOS overall from OMol25. Energies are from ωB97M-V with the def2-TZVPD basis set.

```
! RIJCOSX wB97M-V def2-TZVPD def2/J DEFGRID3
* xyz 0 1
N 0.180 0.427 -0.540
C -0.455 -0.557 0.412
C -0.762 -1.999 -0.121
S -1.308 -3.088 1.303
H 0.486 -0.114 -1.384
H 1.180 0.440 -0.129
H -1.441 -0.270 0.754
H 0.280 -0.803 1.199
H -1.740 -2.051 -0.827
H 0.122 -2.483 -0.510
H -1.885 -2.013 1.868
O 3.095 6.865 -2.025
H 2.916 6.930 -1.085
H 2.294 7.195 -2.499
*
```

Its LUMO energy is 0.8759 eV. The HOMO-LUMO gap is 10.006 eV.

***

Most stable of them? (two).

***

(one)
Here is C3H7N2S2 as an isolated structure from OMol25. Energies are from ωB97M-V with the def2-TZVPD basis set.

```
! RIJCOSX wB97M-V def2-TZVPD def2/J DEFGRID3
* xyz 1 1
C 2.183 0.214 -0.288
C 2.599 -1.048 -0.824
C -2.151 -0.057 0.396
N 1.297 1.095 -0.128
N -3.430 -0.230 0.672
S 3.793 0.073 0.155
S -1.469 1.408 0.283
H 2.080 -1.987 -0.527
H 2.933 -1.098 -1.813
H -1.367 -0.847 0.281
H -0.037 1.041 -0.120
H -4.090 0.596 0.663
H -3.886 -1.071 0.693
H 1.545 1.911 0.558
*
```

Its LUMO energy is -3.7410 eV. The HOMO-LUMO gap is 9.701 eV.

***

(two)
Here is a 3-piece molecular cluster, C3H7N2S2 overall from OMol25. Energies are from ωB97M-V with the def2-TZVPD basis set.

```
! RIJCOSX wB97M-V def2-TZVPD def2/J DEFGRID3
* xyz 1 1
C 1.549 -0.652 -0.162
C -0.051 1.866 0.085
C 0.011 -1.519 1.528
N 0.948 -1.162 0.775
N -1.213 1.353 0.305
S 2.816 -0.257 -0.949
S -0.579 -0.880 -2.276
H 0.672 2.395 0.682
H 0.423 1.673 -0.898
H -0.227 -2.596 1.392
H -0.736 -1.029 2.065
H -1.768 1.558 1.167
H -1.693 0.870 -0.468
H -0.151 -1.619 -3.248
*
```

Its LUMO energy (spin up / spin down) is -6.0333 / -5.7024 eV. The HOMO-LUMO gap (spin up / spin down) is 5.275 / 7.437 eV.

***

Most stable of them? (one).

***

(one)
Here is one molecule with the formula C6H7IN2O from OMol25. Energies are from ωB97M-V with the def2-TZVPD basis set.

```
! RIJCOSX wB97M-V def2-TZVPD def2/J DEFGRID3
* xyz 0 1
C -0.137 0.650 -0.564
C 0.256 1.599 0.278
C 1.558 0.030 0.677
C -1.362 0.566 -1.490
C -1.898 -1.680 -1.187
C 2.581 -0.768 1.419
N 0.685 -0.442 -0.194
N -2.103 -0.515 -1.038
O 1.326 1.309 1.043
I -4.050 0.098 0.525
H -1.816 1.475 -1.372
H -1.076 0.421 -2.589
H -0.073 2.638 0.533
H -2.468 -2.524 -0.831
H 2.244 -1.855 1.366
H 3.537 -0.663 0.980
H 2.798 -0.338 2.442
*
```

Its LUMO energy (spin up / spin down) is -1.3068 / -0.6783 eV. The HOMO-LUMO gap (spin up / spin down) is 7.070 / 7.903 eV.

***

(two)
Here is one molecule with the formula C6H7IN2O from OMol25. Energies are from ωB97M-V with the def2-TZVPD basis set.

```
! RIJCOSX wB97M-V def2-TZVPD def2/J DEFGRID3
* xyz 0 1
C -0.199 1.638 2.198
C 1.141 1.578 1.629
C -0.864 0.577 1.603
C 0.634 -1.647 -1.144
C -0.365 -0.953 -0.245
C -0.459 0.009 -2.195
N 1.287 0.613 0.739
N -0.006 0.018 0.689
O 0.790 -0.706 -2.201
I -2.035 -0.724 -3.429
H -0.446 2.404 2.919
H 2.061 2.075 1.954
H -1.800 0.119 1.589
H 1.540 -1.958 -0.618
H 0.223 -2.563 -1.514
H -1.269 -1.499 0.088
H -0.231 1.018 -2.063
*
```

Its LUMO energy (spin up / spin down) is -0.0203 / -0.0210 eV. The HOMO-LUMO gap (spin up / spin down) is 7.856 / 7.857 eV.

***

Most stable of them? (one).

***

(one)
Here is C4H7N2 as an isolated structure from OMol25. Energies are from ωB97M-V with the def2-TZVPD basis set.

```
! RIJCOSX wB97M-V def2-TZVPD def2/J DEFGRID3
* xyz 1 3
C -0.832 -0.696 -0.882
C -1.511 -1.579 -1.470
C 0.190 0.236 -0.305
C -0.074 -0.665 0.802
N 0.703 -1.679 1.261
N -0.081 2.082 -0.684
H 1.163 0.298 -0.745
H -0.884 -0.429 1.417
H 0.109 -2.304 1.835
H 1.579 -2.180 0.932
H -0.818 2.390 -0.031
H -0.378 2.005 -1.610
H 0.834 2.521 -0.519
*
```

Its LUMO energy (spin up / spin down) is -4.1912 / -6.8264 eV. Its expectation value of S² is 2.06. The HOMO-LUMO gap (spin up / spin down) is 7.215 / 7.230 eV.

***

(two)
Here is an isolated ion of composition C4H7N2 and charge +1 from OMol25. Energies are from ωB97M-V with the def2-TZVPD basis set.

```
! RIJCOSX wB97M-V def2-TZVPD def2/J DEFGRID3
* xyz 1 3
C 0.470 1.306 0.059
C -0.591 0.020 -0.309
C 0.392 -1.103 -0.010
C 1.712 0.612 -0.090
N 1.638 -0.705 0.051
N -1.852 -0.226 0.156
H 0.371 2.259 -0.514
H 0.341 1.411 1.211
H -0.565 0.134 -1.465
H 0.362 -2.181 -0.210
H 2.419 -1.305 0.195
H -2.446 0.521 -0.095
H -2.252 -0.742 1.022
*
```

Its LUMO energy (spin up / spin down) is -4.5857 / -6.4850 eV. Its expectation value of S² is 2.03. The HOMO-LUMO gap (spin up / spin down) is 8.337 / 7.476 eV.

***

Most stable of them? (two).

***

(one)
Here is one molecule with the formula C15H17NO3S2 from OMol25. Energies are from ωB97M-V with the def2-TZVPD basis set.

```
! RIJCOSX wB97M-V def2-TZVPD def2/J DEFGRID3
* xyz 0 1
C 4.905 1.379 -4.367
C 3.703 2.238 -3.982
O 3.038 1.594 -2.906
S 1.994 2.578 -2.037
O 1.826 3.888 -2.714
O 2.445 2.678 -0.634
C 0.481 1.653 -2.125
C -0.270 1.371 -1.037
C -1.508 0.606 -1.144
C -1.431 -0.538 -0.173
N -1.877 -0.395 1.136
C -1.701 -1.465 1.872
C -2.081 -1.414 3.279
C -2.592 -0.226 3.854
C -2.921 -0.166 5.201
C -2.796 -1.298 6.011
C -2.260 -2.470 5.492
C -1.893 -2.529 4.134
S -1.023 -2.840 0.972
C -0.983 -1.820 -0.432
C -0.413 -2.324 -1.746
H 5.629 1.339 -3.552
H 5.388 1.752 -5.283
H 4.555 0.359 -4.593
H 4.019 3.256 -3.713
H 2.996 2.341 -4.816
H 0.242 1.404 -3.137
H 0.123 1.751 -0.095
H -1.654 0.215 -2.152
H -2.366 1.234 -0.831
H -2.730 0.662 3.227
H -3.403 0.719 5.602
H -3.111 -1.330 7.053
H -2.154 -3.391 6.086
H -1.406 -3.424 3.791
H 0.623 -2.666 -1.599
H -0.988 -3.159 -2.122
H -0.409 -1.563 -2.521
*
```

Its LUMO energy is 0.0886 eV. The HOMO-LUMO gap is 8.458 eV.

***

(two)
Here is one molecule with the formula C15H17NO3S2 from OMol25. Energies are from ωB97M-V with the def2-TZVPD basis set.

```
! RIJCOSX wB97M-V def2-TZVPD def2/J DEFGRID3
* xyz 0 1
C 4.316 3.453 1.036
C 3.004 3.495 0.272
O 3.112 2.501 -0.777
S 1.797 2.552 -1.861
O 0.546 2.902 -1.138
O 2.132 3.384 -3.068
C 1.679 0.778 -2.203
C 1.053 -0.111 -1.386
C 1.043 -1.593 -1.647
C -0.277 -2.233 -1.379
N -0.591 -2.609 -0.071
C -1.797 -3.159 -0.021
C -2.461 -3.523 1.245
C -3.783 -4.010 1.202
C -4.495 -4.278 2.392
C -3.873 -4.118 3.625
C -2.518 -3.762 3.670
C -1.838 -3.386 2.509
S -2.596 -3.381 -1.564
C -1.238 -2.599 -2.334
C -1.240 -2.413 -3.834
H 4.184 4.118 1.892
H 5.200 3.716 0.413
H 4.504 2.440 1.413
H 2.926 4.509 -0.134
H 2.196 3.321 0.985
H 2.206 0.464 -3.122
H 0.569 0.242 -0.467
H 1.775 -2.045 -0.981
H 1.400 -1.818 -2.651
H -4.355 -4.170 0.281
H -5.520 -4.649 2.387
H -4.388 -4.380 4.541
H -2.033 -3.687 4.632
H -0.828 -2.927 2.552
H -1.903 -1.617 -4.146
H -1.475 -3.328 -4.330
H -0.193 -2.147 -4.125
*
```

Its LUMO energy is 0.0390 eV. The HOMO-LUMO gap is 8.446 eV.

***

Most stable of them? (one).

***

(one)
Here is one molecule with the formula C2H4INO from OMol25. Energies are from ωB97M-V with the def2-TZVPD basis set.

```
! RIJCOSX wB97M-V def2-TZVPD def2/J DEFGRID3
* xyz 0 1
H 0.295 1.455 1.967
N 0.795 0.799 1.363
C 0.215 0.541 0.297
I -1.451 1.828 -0.390
C 0.445 -0.651 -0.573
O -0.851 -1.169 -1.105
H 0.920 -1.292 0.101
H 0.954 -0.407 -1.458
H -1.322 -1.104 -0.203
*
```

Its LUMO energy is 0.1807 eV. The HOMO-LUMO gap is 9.768 eV.

***

(two)
Here is a 2-piece molecular cluster, C2H4INO overall from OMol25. Energies are from ωB97M-V with the def2-TZVPD basis set.

```
! RIJCOSX wB97M-V def2-TZVPD def2/J DEFGRID3
* xyz 0 1
C -0.499 0.507 -0.070
C 0.468 -0.708 -0.183
N -0.236 1.686 -0.108
O 1.759 -0.633 -0.327
I -2.719 -0.046 0.222
H 0.067 -1.490 -0.861
H -0.055 -1.653 1.189
H -1.010 2.378 -0.101
H 2.224 -0.041 0.240
*
```

Its LUMO energy is 0.0017 eV. The HOMO-LUMO gap is 9.359 eV.

***

(three)
Here is C2H4INO as an isolated structure from OMol25. Energies are from ωB97M-V with the def2-TZVPD basis set.

```
! RIJCOSX wB97M-V def2-TZVPD def2/J DEFGRID3
* xyz 0 1
C 0.068 1.289 -0.070
C -0.431 0.324 0.668
N 1.903 -1.616 -0.388
O 1.338 1.368 -0.540
I 2.630 -0.002 0.186
H -0.351 2.240 -0.172
H -1.423 0.610 1.006
H 0.281 -0.399 0.987
H 2.430 -2.016 -1.070
*
```

Its LUMO energy is -0.6975 eV. The HOMO-LUMO gap is 8.380 eV.

***

Most stable of them? (one).